Record 1
{"formula": "C8H12N3O", "method": "ωB97M-V with the def2-TZVPD basis set", "symbols": ["C", "N", "C", "O", "C", "C", "C", "C", "C", "C", "N", "N", "H", "H", "H", "H", "H", "H", "H", "H", "H", "H", "H", "H"], "positions_angstrom": [[-1.123, 2.344, 0.837], [-1.145, 0.967, 0.248], [-2.251, 0.499, -0.288], [-2.362, -0.549, -1.080], [0.178, 0.483, -0.037], [1.061, 1.270, -0.743], [2.376, 1.001, -0.746], [2.808, -0.245, -0.321], [1.920, -1.168, 0.306], [0.553, -0.777, 0.379], [-0.293, -1.819, 0.899], [-0.773, -2.626, -0.224], [-0.165, 2.729, 0.813], [-1.881, 3.137, 0.413], [-1.386, 2.184, 1.942], [-3.287, 0.827, -0.090], [-1.712, -1.212, -1.192], [0.759, 2.264, -0.940], [3.214, 1.539, -1.175], [3.857, -0.578, -0.510], [2.247, -2.197, 0.516], [-1.177, -1.525, 1.309], [0.047, -3.143, -0.559], [-1.464, -3.407, 0.242]], "nbo_charge": [-0.42, -0.35, 0.56, -0.61, 0.06, -0.20, -0.20, -0.15, -0.19, 0.11, -0.47, -0.72, 0.24, 0.25, 0.24, 0.24, 0.54, 0.22, 0.25, 0.24, 0.25, 0.35, 0.38, 0.39], "homo_energy_ev": -12.5551, "smiles": "C/[N+](=C/O)c1ccccc1NN", "total_charge": 1, "total_energy_ha": -551.2158, "relative_energy_kcal_mol": 60.72}

Record 2
{"formula": "C8H12N3OS", "method": "ωB97M-V with the def2-TZVPD basis set", "symbols": ["C", "C", "C", "C", "C", "C", "C", "C", "N", "N", "N", "O", "S", "H", "H", "H", "H", "H", "H", "H", "H", "H", "H", "H", "H"], "positions_angstrom": [[-4.303, 1.001, -0.219], [2.438, 1.158, -1.244], [2.817, 1.619, -0.023], [-2.476, -1.813, 0.929], [-2.147, -1.927, -0.528], [-2.731, -0.640, 0.016], [0.611, 1.589, 0.037], [4.219, 1.654, 0.525], [1.023, 1.023, -1.164], [-0.575, 1.759, 0.483], [-4.059, -0.223, -0.082], [1.682, 1.921, 0.721], [-4.125, 2.532, -0.077], [2.890, 0.537, -2.008], [-3.310, -2.357, 1.299], [-1.782, -1.637, 1.716], [-1.131, -1.760, -0.961], [-2.802, -2.619, -1.080], [-2.077, 0.151, 0.403], [0.454, 1.056, -1.994], [4.209, 1.539, 1.613], [4.593, 2.604, 0.418], [4.795, 1.010, -0.004], [-0.556, 2.265, 1.289], [-4.750, -0.851, -0.348]], "nbo_charge": [0.22, -0.13, 0.28, -0.39, -0.40, -0.15, 0.70, -0.64, -0.60, -0.86, -0.52, -0.44, 0.50, 0.24, 0.22, 0.24, 0.26, 0.24, 0.30, 0.42, 0.24, 0.23, 0.23, 0.36, 0.44], "homo_energy_ev": -10.8459, "total_charge": 1, "total_energy_ha": -949.3613, "relative_energy_kcal_mol": 56.26}

Record 3
{"formula": "C8H12N4", "method": "ωB97M-V with the def2-TZVPD basis set", "symbols": ["C", "C", "C", "N", "C", "N", "H", "H", "H", "H", "H", "H", "C", "C", "C", "N", "C", "N", "H", "H", "H", "H", "H", "H"], "positions_angstrom": [[3.780, 1.628, -5.121], [3.046, 1.898, -3.865], [1.937, 1.176, -3.447], [1.353, 1.867, -2.420], [2.215, 2.875, -2.178], [3.211, 3.011, -3.026], [3.111, 1.794, -5.982], [4.066, 0.563, -5.097], [4.691, 2.234, -5.261], [1.414, 0.423, -4.037], [0.403, 1.788, -2.048], [1.894, 3.624, -1.455], [8.464, -0.351, 1.249], [7.523, 0.785, 0.908], [7.015, 1.144, -0.379], [6.318, 2.290, -0.123], [6.258, 2.473, 1.157], [6.931, 1.556, 1.896], [9.209, -0.432, 0.440], [7.943, -1.318, 1.346], [8.993, -0.140, 2.194], [7.239, 0.861, -1.407], [5.744, 2.696, -0.866], [5.575, 3.219, 1.563]], "nbo_charge": [-0.65, 0.09, -0.13, -0.52, 0.17, -0.47, 0.22, 0.22, 0.23, 0.21, 0.43, 0.19, -0.64, 0.11, -0.16, -0.50, 0.16, -0.47, 0.21, 0.22, 0.23, 0.22, 0.43, 0.19], "homo_energy_ev": -8.1808, "smiles": "Cc1c[nH]cn1.Cc1c[nH]cn1", "total_charge": 0, "total_energy_ha": -531.0434, "relative_energy_kcal_mol": 25.94}

Record 4
{"formula": "C8H12N4", "method": "ωB97M-V with the def2-TZVPD basis set", "symbols": ["C", "C", "N", "H", "H", "H", "C", "C", "N", "H", "H", "H", "C", "C", "N", "H", "H", "H", "C", "C", "N", "H", "H", "H"], "positions_angstrom": [[-0.312, 1.116, 0.758], [-0.647, 2.166, -0.250], [-0.853, 2.956, -1.073], [-0.356, 1.549, 1.757], [0.712, 0.859, 0.487], [-0.963, 0.241, 0.740], [-1.650, 2.596, -3.211], [-1.084, 1.261, -2.958], [-0.635, 0.250, -2.730], [-2.135, 2.797, -2.256], [-2.375, 2.371, -3.993], [-0.882, 3.317, -3.489], [-0.779, -2.761, 2.158], [-1.301, -1.771, 1.128], [-1.704, -1.121, 0.292], [-1.135, -3.772, 1.962], [-1.281, -2.391, 3.052], [0.297, -2.625, 2.262], [2.982, -1.638, 1.033], [2.523, -0.315, 0.721], [2.219, 0.776, 0.394], [2.622, -2.026, 1.986], [4.070, -1.574, 1.035], [2.668, -2.261, 0.196]], "nbo_charge": [-0.76, 0.39, -0.47, 0.22, 0.27, 0.27, -0.71, 0.32, -0.39, 0.29, 0.22, 0.26, -0.70, 0.31, -0.32, 0.26, 0.25, 0.24, -0.73, 0.33, -0.34, 0.25, 0.27, 0.27], "homo_energy_ev": -9.8754, "smiles": "CC#N.CC#N.CC#N.CC#N", "total_charge": 0, "total_energy_ha": -530.9102, "relative_energy_kcal_mol": 109.50}

Record 5
{"formula": "C8H12N4O2", "method": "ωB97M-V with the def2-TZVPD basis set", "symbols": ["C", "C", "C", "C", "C", "C", "C", "C", "N", "N", "N", "N", "O", "O", "H", "H", "H", "H", "H", "H", "H", "H", "H", "H", "H", "H"], "positions_angstrom": [[-3.258, -0.101, -0.145], [-2.616, -1.166, -0.775], [-0.481, -0.520, -0.169], [2.146, 0.663, -0.598], [-2.408, 0.925, 0.513], [0.959, 2.416, 0.246], [-0.977, 0.938, -0.146], [0.615, -2.455, 0.716], [-1.326, -1.379, -0.571], [0.707, -1.072, 0.200], [1.951, -0.550, 0.060], [3.382, 0.897, -0.833], [2.882, -1.286, 0.424], [-0.091, 1.754, 0.667], [-4.393, -0.107, 0.030], [-3.203, -1.967, -1.271], [-2.982, 1.816, 0.464], [-2.223, 0.681, 1.531], [1.493, 2.751, 1.020], [1.004, 2.940, -0.794], [-0.925, 1.245, -1.141], [0.940, -3.322, 0.111], [1.483, -2.407, 1.364], [-0.326, -2.753, 1.055], [3.567, 1.743, -1.351], [4.078, 0.313, -0.609]], "nbo_charge": [0.02, 0.02, 0.40, 0.26, -0.49, 0.28, 0.07, -0.46, -0.36, -0.09, 0.17, -0.62, -0.28, -0.43, 0.28, 0.26, 0.29, 0.28, 0.21, 0.24, 0.23, 0.28, 0.27, 0.26, 0.44, 0.43], "homo_energy_ev": [-16.5464, -17.0814], "total_charge": 2, "total_energy_ha": -680.6070, "relative_energy_kcal_mol": 134.23}

Record 6
{"formula": "C8H12N4O3", "method": "ωB97M-V with the def2-TZVPD basis set", "symbols": ["C", "C", "C", "C", "C", "C", "C", "C", "H", "H", "H", "H", "H", "H", "H", "H", "H", "H", "H", "H", "N", "N", "N", "N", "O", "O", "O"], "positions_angstrom": [[-3.848, -0.392, 0.521], [-2.355, -0.408, 0.085], [-0.088, 0.005, 0.546], [-0.020, 1.444, -0.083], [0.622, -1.080, -0.302], [2.164, -0.898, -0.258], [3.022, -0.531, -1.149], [3.992, -0.291, 0.837], [-4.479, -0.317, -1.509], [-4.583, -1.791, -0.797], [-3.946, 0.817, 0.778], [-4.097, -1.128, 1.561], [-1.765, 0.099, 2.090], [0.475, -0.006, 1.571], [0.148, -1.375, -1.362], [0.285, -1.982, 0.368], [2.791, -0.265, -2.143], [4.824, -0.126, 1.644], [5.147, 0.091, -0.972], [-1.298, 2.951, 0.215], [-4.850, -0.725, -0.511], [-1.339, -0.559, 1.069], [2.746, -0.664, 1.063], [4.270, -0.121, -0.441], [-2.222, -0.279, -1.122], [0.677, 1.952, -0.918], [-0.982, 2.128, 0.679]], "nbo_charge": [-0.31, 0.66, -0.19, 0.81, -0.45, 0.09, -0.10, 0.22, 0.38, 0.34, 0.21, 0.21, 0.41, 0.28, 0.26, 0.24, 0.22, 0.20, 0.43, 0.50, -0.82, -0.62, -0.52, -0.56, -0.62, -0.55, -0.74], "homo_energy_ev": -9.1713, "total_charge": 0, "total_energy_ha": -756.6717, "relative_energy_kcal_mol": 106.86}